C4H7N3O | wB97M-V/def2-TZVPD

The total energy comes out at -10773.46653 eV. The molar mass comes out at 113.120 g/mol. As for the relative energy (zero: lowest compared OMol25 entry of this formula, charge and spin): 606.0 kJ/mol. The HOMO energy comes out at -9.078 eV. The orbital gap is 9.05 eV. Its multiplicity is 1. Its charge is 0.

Last column: Löwdin charge in e.
Atoms and positions in Å:
C1 1.330 -0.008 -0.049  -0.40
C2 -1.185 0.460 0.138  -0.42
C3 -1.255 1.736 0.421  0.09
C4 -2.387 -0.296 -0.152  -0.29
H1 2.365 -2.035 -0.453  0.08
H2 2.092 -1.975 0.988  0.04
H3 3.122 0.638 -0.279  0.12
H4 -0.237 -1.287 0.256  0.20
H5 -0.046 1.944 0.113  0.14
H6 -2.235 2.219 0.354  0.07
H7 -3.324 0.434 -0.855  0.20
N1 2.166 -1.296 0.261  0.01
N2 2.045 1.175 -0.453  0.03
N3 -0.004 -0.247 -0.137  0.05
O1 -2.447 -1.461 -0.153  0.09

Forces on atoms 1 to 6 (eV/Å):
C 4.7867 1.9742 -1.7252
C 0.0823 0.5796 -0.2305
C 4.0766 0.5785 -2.0430
C -2.6094 2.8815 -3.1570
H -0.5255 2.0484 -0.5811
H -1.2438 0.8484 1.7981

=====

C4H7N3O | wB97M-V/def2-TZVPD

The total energy comes out at -10772.66871 eV. The molar mass comes out at 113.120 g/mol. As for the relative energy (zero: lowest compared OMol25 entry of this formula, charge and spin): 683.0 kJ/mol. The HOMO energy comes out at -8.994 eV. The orbital gap is 9.36 eV. Its multiplicity is 1. Its charge is 0.

Last column: Löwdin charge in e.
Atoms and positions in Å:
C1 1.407 0.460 0.070  -0.31
C2 1.297 -1.045 0.101  -0.11
C3 -1.996 -0.652 -0.319  -0.12
C4 -1.832 0.712 0.481  -0.04
H1 2.461 0.586 -0.275  0.15
H2 1.430 0.778 0.961  0.05
H3 2.024 -1.431 0.778  0.10
H4 1.407 -1.551 -0.859  0.12
H5 -2.809 -1.193 -0.740  0.09
H6 -2.722 1.239 0.865  0.09
H7 0.902 1.974 -0.756  0.15
N1 -1.051 -1.468 -0.358  0.05
N2 -0.803 1.541 0.108  0.04
N3 0.386 1.040 -0.621  -0.05
O1 -0.102 -0.991 0.564  -0.22

Forces on atoms 1 to 6 (eV/Å):
C 4.0001 -5.4317 -3.9556
C -2.1460 1.3299 -0.2937
C -0.0772 1.4134 2.2140
C 2.6787 1.3049 -4.5905
H -0.8180 1.0478 -0.7417
H 0.2425 2.1480 7.2713

=====

C4H7N3O | wB97M-V/def2-TZVPD

The total energy comes out at -10772.93020 eV. The molar mass comes out at 113.120 g/mol. As for the relative energy (zero: lowest compared OMol25 entry of this formula, charge and spin): 657.8 kJ/mol. The HOMO energy comes out at -8.926 eV. The orbital gap is 8.64 eV. Its multiplicity is 1. Its charge is 0.

Last column: Löwdin charge in e.
Atoms and positions in Å:
C1 -2.178 -0.345 0.375  -0.14
C2 -1.248 -1.048 -0.530  -0.29
C3 0.774 0.226 -0.775  -0.45
C4 2.270 0.427 1.027  -0.23
H1 -2.815 -1.142 0.833  0.07
H2 -2.943 0.656 0.160  0.15
H3 -1.398 0.044 1.162  0.09
H4 -1.576 -1.584 -1.328  0.06
H5 -0.581 -1.800 0.144  0.16
H6 1.215 2.306 -1.517  0.31
H7 2.919 0.322 1.960  0.15
N1 -0.308 -0.104 -1.211  0.11
N2 1.847 0.987 -0.963  -0.01
N3 2.647 1.402 0.173  0.03
O1 1.374 -0.347 0.491  -0.01

Forces on atoms 1 to 6 (eV/Å):
C -1.1991 2.6418 2.7403
C 4.3525 0.2742 1.2088
C 1.9533 -0.8758 4.1225
C 2.9144 3.4330 -2.2453
H 0.3798 0.8588 -0.0133
H 2.5027 -3.1075 -0.2658

=====

C4H7N3O | wB97M-V/def2-TZVPD

The total energy comes out at -10776.70214 eV. The molar mass comes out at 113.120 g/mol. As for the relative energy (zero: lowest compared OMol25 entry of this formula, charge and spin): 293.8 kJ/mol. The HOMO energy comes out at -7.536 eV. The orbital gap is 8.51 eV. Its multiplicity is 1. Its charge is 0.

Last column: Löwdin charge in e.
Atoms and positions in Å:
C1 -0.634 -1.774 -0.373  -0.06
C2 -0.153 -0.469 -0.507  -0.25
C3 -0.727 -0.895 1.728  -0.40
C4 0.452 0.104 -1.742  -0.06
N1 -0.856 -0.690 2.952  0.15
N2 -0.238 0.129 0.764  -0.09
N3 0.341 1.329 1.089  0.09
O1 -0.972 -1.981 0.931  0.02
H1 -1.029 -2.592 -0.885  0.10
H2 -0.392 0.686 -2.212  0.09
H3 0.939 -0.516 -2.599  0.11
H4 1.178 0.917 -1.504  0.07
H5 -1.138 -1.288 3.703  0.05
H6 1.198 1.357 1.609  0.10
H7 -0.420 1.846 1.392  0.07

Forces on atoms 1 to 6 (eV/Å):
C 1.0270 3.7857 0.8313
C -0.0861 -4.0157 -0.2935
C 0.6909 0.9688 -1.7686
C -0.1878 2.0583 -1.5872
N 0.5221 1.2012 -0.2231
N 0.1467 -2.8150 0.4744

=====

C4H7N3O | wB97M-V/def2-TZVPD

The total energy comes out at -10775.79799 eV. The molar mass comes out at 113.120 g/mol. As for the relative energy (zero: lowest compared OMol25 entry of this formula, charge and spin): 381.1 kJ/mol. The HOMO energy comes out at -10.582 eV. The orbital gap is 10.96 eV. Its multiplicity is 1. Its charge is 0.

Last column: Löwdin charge in e.
Atoms and positions in Å:
C1 -0.952 1.664 -1.041  -0.18
C2 1.217 2.686 -0.277  -0.02
C3 -0.630 -2.475 0.686  -0.02
C4 0.001 1.796 0.042  -0.40
N1 -1.822 1.645 -1.767  0.17
N2 -1.766 -2.139 0.188  -0.04
N3 -0.127 1.119 1.112  0.18
O1 -2.083 -0.787 0.446  -0.13
H1 1.743 2.769 0.676  0.08
H2 1.802 2.256 -1.087  0.09
H3 0.880 3.633 -0.502  0.05
H4 -0.002 -1.747 1.334  0.10
H5 -0.125 -3.359 0.569  0.03
H6 -2.827 -0.536 -0.139  0.11
H7 -0.822 0.439 0.878  -0.01

Forces on atoms 1 to 6 (eV/Å):
C 0.8811 0.0693 1.2250
C -0.7869 -1.9483 1.8808
C -0.6983 4.6154 1.5362
C 1.8259 0.1085 -0.1383
N -1.4516 -0.1277 -1.5259
N 1.1900 -0.4471 -0.1753

=====

C4H7N3O | wB97M-V/def2-TZVPD

The total energy comes out at -10777.19289 eV. The molar mass comes out at 113.120 g/mol. As for the relative energy (zero: lowest compared OMol25 entry of this formula, charge and spin): 246.5 kJ/mol. The HOMO energy comes out at -9.126 eV. The orbital gap is 9.95 eV. Its multiplicity is 1. Its charge is 0.

Last column: Löwdin charge in e.
Atoms and positions in Å:
C1 0.361 -1.227 0.139  -0.08
N1 0.421 0.214 0.196  -0.04
C2 -0.478 1.110 -0.145  -0.46
C3 1.931 0.843 -0.002  -0.11
C4 -2.084 0.477 0.101  -0.10
N2 2.982 0.202 -0.168  0.11
N3 -2.450 -0.667 -0.230  0.06
O1 -0.411 2.292 -0.337  0.06
H1 2.912 -0.815 -0.202  0.05
H2 -3.450 -0.873 -0.184  0.06
H3 1.945 1.930 0.005  0.11
H4 -2.731 1.306 0.420  0.10
H5 1.123 -1.635 0.806  0.09
H6 0.540 -1.583 -0.878  0.10
H7 -0.611 -1.574 0.481  0.06

Forces on atoms 1 to 6 (eV/Å):
C -0.1790 -0.1995 0.1716
N 5.7145 1.3758 -0.6930
C -5.2315 -1.4221 1.5755
C -2.2702 -1.1013 0.2974
C 1.8738 1.9251 -0.9310
N -0.0465 -0.2484 0.0324

=====

C4H7N3O | wB97M-V/def2-TZVPD

The total energy comes out at -10770.32812 eV. The molar mass comes out at 113.120 g/mol. As for the relative energy (zero: lowest compared OMol25 entry of this formula, charge and spin): 908.8 kJ/mol. The HOMO energy comes out at -8.095 eV. The orbital gap is 8.78 eV. Its multiplicity is 1. Its charge is 0.

Last column: Löwdin charge in e.
Atoms and positions in Å:
C1 -0.538 -0.534 0.429  -0.46
C2 -1.380 -0.889 -0.706  -0.10
C3 -0.617 0.113 -1.118  -0.20
C4 0.847 -0.463 0.247  -0.49
H1 -0.372 0.843 1.823  0.27
H2 -1.462 -1.849 -1.284  0.16
H3 -2.298 -0.453 -0.204  0.16
H4 0.206 -0.197 -1.878  0.17
H5 0.463 2.018 -1.394  0.17
H6 1.971 1.376 0.051  0.13
H7 1.993 -2.108 0.451  0.15
N1 -0.163 1.477 -0.567  -0.01
N2 1.014 1.039 0.370  -0.03
N3 1.918 -1.043 -0.078  0.09
O1 -1.219 0.087 1.406  -0.01

Forces on atoms 1 to 6 (eV/Å):
C -0.8935 -4.0597 -0.5121
C -7.4145 -3.9376 2.6803
C 7.9404 5.9427 -3.2761
C 3.3904 3.4394 0.8168
H -3.5658 -2.9056 -1.8536
H 0.0806 1.1857 0.7521

=====

C4H7N3O | wB97M-V/def2-TZVPD

The total energy comes out at -10774.19523 eV. The molar mass comes out at 113.120 g/mol. As for the relative energy (zero: lowest compared OMol25 entry of this formula, charge and spin): 535.7 kJ/mol. The HOMO energy comes out at -7.936 eV. The orbital gap is 8.51 eV. Its multiplicity is 1. Its charge is 0.

Last column: Löwdin charge in e.
Atoms and positions in Å:
C1 1.369 0.097 -0.012  -0.40
C2 0.483 -0.951 -0.204  0.05
C3 -0.903 -0.343 -0.082  -0.36
C4 -0.710 0.879 -0.188  -0.33
H1 2.876 -0.026 1.127  0.12
H2 3.443 -0.554 -0.524  0.16
H3 0.590 -1.895 -0.064  0.02
H4 -2.675 -0.859 1.231  0.26
H5 -2.301 -1.887 -0.589  0.07
H6 -2.499 1.095 -0.174  0.05
H7 0.857 2.225 -0.450  0.23
N1 2.841 0.299 0.048  0.01
N2 -2.127 -1.051 -0.027  0.02
N3 0.617 1.193 -0.136  0.10
O1 -1.862 1.777 0.044  0.02

Forces on atoms 1 to 6 (eV/Å):
C 0.9870 -1.7750 -2.7370
C -1.7322 5.8781 1.2707
C 1.5419 -9.9521 -1.5570
C -2.0322 8.2182 1.2714
H 1.0755 0.9926 -2.9836
H -2.6389 2.9680 2.1363

=====

Number 1: strongest force on any atom 8.45 eV/Å. Number 2: strongest force on any atom 7.82 eV/Å. Number 3: strongest force on any atom 9.77 eV/Å. Number 4: strongest force on any atom 4.03 eV/Å. Number 5: strongest force on any atom 4.91 eV/Å. Number 6: strongest force on any atom 5.92 eV/Å. Number 7: strongest force on any atom 10.45 eV/Å. Number 8: strongest force on any atom 10.19 eV/Å.